[1]
Formula: C5H4N2
Source: the Open Molecules 2025 dataset
Level of theory: ωB97M-V/def2-TZVPD

Atoms and positions in Å:
C  2.96287  -1.02754  0.48417
C  1.71956  -0.71881  0.40561
C  0.36903  -0.48493  0.44113
C  -0.66760  -0.97372  -0.38740
C  -1.55796  0.07498  -0.47787
N  -1.13217  1.14998  0.24077
N  -0.08200  0.70413  0.92617
H  1.02782  1.66911  -1.04585
H  -0.67124  -1.92181  -0.90559
H  -2.50250  0.12801  -1.00341
H  0.53420  1.40059  1.32227

Cartesian forces (eV/Å) of the 6 atoms listed first:
C -0.91 0.33 -0.16
C 1.02 -1.07 0.72
C 0.27 -0.30 -0.51
C 0.34 -0.07 -0.06
C -0.18 0.61 0.31
N -0.82 -1.02 0.70

Properties
Molar mass, g mol⁻¹: 92.10
Net charge: 0
Relative energy (zero: lowest compared OMol25 entry of this formula, charge and spin), eV: 8.032
Gap between HOMO and LUMO (alpha / beta), eV: 8.5 / 7.3
LUMO energy (alpha / beta), eV: -0.963 / -2.795
E_HOMO (alpha / beta), eV: -9.51 / -10.11

Partial charges, natural (NBO), in e: number 1, C, carries 0.069; number 2, C, carries -0.300; number 3, C, carries 0.067; number 4, C, carries -0.207; number 5, C, carries -0.073; number 6, N, carries -0.161; number 7, N, carries -0.297; number 8, H, carries 0.002; number 9, H, carries 0.249; number 10, H, carries 0.228; number 11, H, carries 0.423

***

[2]
Formula: H80O40
Source: the Open Molecules 2025 dataset
Level of theory: ωB97M-V/def2-TZVPD

Atoms and positions in Å:
H  -1.87444  -0.70082  5.98644
H  -1.76376  0.83631  5.29192
O  -1.37133  0.11966  5.77925
H  -1.76552  -2.61504  -1.88121
H  -3.03046  -2.68312  -1.16592
O  -2.45281  -3.27345  -1.66334
H  -0.53288  0.84410  2.39254
H  0.73301  0.81309  2.99562
O  0.29380  1.34511  2.29208
H  0.89485  -0.67228  -4.44973
H  1.95044  -0.05729  -3.53796
O  1.47055  0.09318  -4.38298
H  0.59944  0.22654  5.09836
H  1.21431  -1.00736  4.72284
O  1.31312  -0.05967  4.49643
H  -2.81731  -1.00809  2.35426
O  -2.90779  -0.76247  1.40390
H  5.18299  -0.98299  2.14560
O  5.78920  -1.36197  2.77510
H  -1.54596  -5.14865  0.52323
H  -1.40386  -5.54064  -0.87163
O  -1.80179  -5.89295  -0.03030
H  -5.05616  3.02869  -1.66825
H  -4.96408  2.46439  -0.16250
O  -4.97500  2.24090  -1.09345
H  0.14612  -5.20724  1.26001
H  0.49421  -4.92186  -0.07522
O  0.21026  -4.39314  0.72628
H  -1.12774  2.49280  -3.46715
H  -0.08431  1.43039  -3.87301
O  -0.79440  1.59078  -3.23456
H  0.11917  4.03363  1.86479
O  0.42065  3.64724  1.03292
H  5.04247  -0.42768  -1.19666
H  6.30478  -1.10069  -0.92183
O  5.99964  -0.25801  -1.27041
H  2.60429  -2.80072  3.43041
H  2.08939  -3.59960  4.65296
O  2.33178  -2.70983  4.38113
H  -3.89183  0.80636  1.78123
H  -4.99698  0.87356  2.82213
O  -4.64826  1.35700  2.04697
H  -3.77372  3.14472  -3.56686
H  -3.16979  2.40283  -2.40115
O  -2.92148  2.91149  -3.19544
H  2.80084  -0.49797  2.21458
H  3.57983  -0.03467  1.02813
O  2.95670  -0.74629  1.29497
H  1.00366  1.32756  -0.76987
H  1.30969  0.58448  0.56369
O  1.65592  0.74895  -0.33511
H  1.03689  -0.30645  -6.36466
O  0.97863  -1.14301  -6.84860
H  -5.54628  -3.37770  -1.51481
H  -6.66127  -2.30004  -1.72399
O  -6.17849  -2.79948  -1.05937
H  2.46725  4.28526  4.03664
O  2.36151  4.42398  3.06950
H  2.41012  2.86655  1.58757
H  3.53879  3.92229  0.94243
O  3.26014  3.04845  1.18228
H  3.15785  1.53173  -0.47898
H  4.07520  2.55845  -1.22977
O  4.05869  1.67591  -0.84077
H  2.43254  -5.85483  -1.00075
H  1.31248  -6.61758  -1.34737
O  1.62368  -6.14501  -0.54627
H  2.45745  -2.50691  0.73678
H  1.70351  -3.67528  1.09938
O  2.47689  -3.15145  1.46057
H  -0.73009  5.69927  2.88464
H  -2.13565  5.10438  2.85112
O  -1.26245  5.03384  3.33545
H  5.19797  2.36495  -2.67436
H  4.50328  3.15149  -3.94478
O  4.77030  3.18227  -3.01758
H  -4.46039  -4.42620  0.29767
H  -2.99507  -4.57538  0.76772
O  -3.82279  -4.07888  0.92955
H  2.35115  -2.12612  -3.78554
H  2.69657  -2.94418  -5.16728
O  2.21527  -2.92086  -4.33582
H  -3.80204  3.69264  2.17511
H  -3.72968  4.41625  3.54079
O  -3.70249  4.57008  2.59839
H  -0.70969  2.21700  5.16529
H  -1.18844  3.33741  4.13584
O  -1.46537  2.76963  4.86551
H  -1.75025  -5.28427  -2.85936
O  -0.81616  -5.39668  -2.65728
H  -0.44853  -0.31302  -1.76959
H  -0.58796  -1.03485  -2.93166
O  -0.50237  -1.25561  -1.99597
H  0.04090  -1.23230  -7.03137
H  -2.94796  -1.55832  0.88969
H  1.95526  5.26887  2.84139
H  6.21115  -0.57700  3.09969
H  0.76528  2.76795  1.31024
H  -0.40713  -4.64673  -3.09890
O  -0.55541  -1.93291  2.07971
H  0.02341  -1.90691  1.31044
H  -0.74652  -2.86662  1.87036
O  -1.63281  0.75913  -0.53093
H  -2.23511  0.54143  0.18108
H  -1.08447  1.44155  -0.11802
O  -1.97807  5.17584  -2.49129
H  -2.26754  4.26204  -2.31010
H  -1.06666  5.06350  -2.74142
O  -0.37518  -3.57308  -5.21699
H  -0.36696  -2.95009  -5.96281
H  0.57497  -3.60558  -5.03081
O  -6.77243  -0.20693  -0.53969
H  -5.92834  0.11910  -0.88692
H  -6.67417  -0.85005  0.18716
O  2.21381  5.51638  -1.94196
H  2.65532  5.33602  -2.76589
H  1.76942  6.35406  -2.09803
O  5.26524  1.26626  2.49407
H  5.67195  1.90431  1.92845
H  4.46191  1.61277  2.86197

Cartesian forces (eV/Å) of the 6 atoms listed first:
H 0.07 1.57 -0.71
H -1.44 -0.07 -0.33
O 1.15 -1.48 0.98
H 0.25 -0.29 -0.11
H -0.45 -0.41 0.13
O 0.05 0.75 0.04

Properties
Molar mass, g mol⁻¹: 720.60
Net charge: 0
Relative energy (zero: lowest compared OMol25 entry of this formula, charge and spin), eV: 7.488
Gap between HOMO and LUMO, eV: 9.3
LUMO energy, eV: -0.414
E_HOMO, eV: -9.67

Atomic partial charges in e from the Löwdin method, atoms 1 to 99: number 1, H, carries 0.082; number 2, H, carries -0.008; number 3, O, carries -0.056; number 4, H, carries 0.005; number 5, H, carries 0.020; number 6, O, carries -0.062; number 7, H, carries 0.061; number 8, H, carries 0.027; number 9, O, carries -0.061; number 10, H, carries 0.013; number 11, H, carries 0.079; number 12, O, carries -0.052; number 13, H, carries 0.018; number 14, H, carries 0.038; number 15, O, carries -0.072; number 16, H, carries 0.088; number 17, O, carries -0.061; number 18, H, carries -0.026; number 19, O, carries -0.058; number 20, H, carries -0.014; number 21, H, carries 0.014; number 22, O, carries -0.080; number 23, H, carries 0.060; number 24, H, carries 0.026; number 25, O, carries -0.041; number 26, H, carries 0.090; number 27, H, carries 0.044; number 28, O, carries -0.101; number 29, H, carries 0.039; number 30, H, carries 0.011; number 31, O, carries -0.076; number 32, H, carries -0.007; number 33, O, carries -0.077; number 34, H, carries 0.016; number 35, H, carries 0.031; number 36, O, carries -0.074; number 37, H, carries 0.031; number 38, H, carries 0.040; number 39, O, carries -0.069; number 40, H, carries -0.007; number 41, H, carries 0.063; number 42, O, carries -0.059; number 43, H, carries 0.075; number 44, H, carries 0.051; number 45, O, carries -0.071; number 46, H, carries 0.056; number 47, H, carries 0.049; number 48, O, carries -0.059; number 49, H, carries 0.062; number 50, H, carries 0.029; number 51, O, carries -0.068; number 52, H, carries 0.023; number 53, O, carries -0.045; number 54, H, carries 0.035; number 55, H, carries 0.036; number 56, O, carries -0.067; number 57, H, carries 0.078; number 58, O, carries -0.055; number 59, H, carries -0.002; number 60, H, carries 0.053; number 61, O, carries -0.059; number 62, H, carries -0.017; number 63, H, carries 0.009; number 64, O, carries -0.106; number 65, H, carries 0.080; number 66, H, carries 0.079; number 67, O, carries -0.037; number 68, H, carries 0.023; number 69, H, carries 0.006; number 70, O, carries -0.100; number 71, H, carries 0.052; number 72, H, carries 0.027; number 73, O, carries -0.086; number 74, H, carries 0.052; number 75, H, carries 0.045; number 76, O, carries -0.072; number 77, H, carries 0.033; number 78, H, carries 0.000; number 79, O, carries -0.058; number 80, H, carries 0.049; number 81, H, carries 0.065; number 82, O, carries -0.048; number 83, H, carries 0.053; number 84, H, carries 0.056; number 85, O, carries -0.034; number 86, H, carries 0.039; number 87, H, carries -0.006; number 88, O, carries -0.065; number 89, H, carries 0.052; number 90, O, carries -0.045; number 91, H, carries 0.000; number 92, H, carries 0.033; number 93, O, carries -0.058; number 94, H, carries 0.039; number 95, H, carries 0.030; number 96, H, carries 0.051; number 97, H, carries 0.002; number 98, H, carries -0.022; number 99, H, carries 0.028

***

[3]
Formula: C14H35FN2O5SSi
Source: the Open Molecules 2025 dataset
Level of theory: ωB97M-V/def2-TZVPD

Atoms and positions in Å:
O  0.67273  -0.97640  -0.55028
C  0.33179  0.13068  -0.28722
F  1.07240  0.87043  0.59515
C  -0.84525  0.86718  -0.86486
Si  -2.37578  -0.25171  -0.97508
S  -3.89896  0.23136  0.44180
H  -1.02781  1.76853  -0.27930
H  -0.51346  1.18523  -1.85780
H  -1.96216  -1.63241  -0.70904
H  -2.89090  -0.17029  -2.35818
H  -4.34224  1.41756  -0.00656
C  -5.55420  -4.74584  4.18860
O  -4.26073  -5.06619  4.66157
C  -3.70804  -6.25173  4.10205
C  -2.52643  -5.93439  3.21060
N  -2.94880  -5.25196  1.99439
C  -1.85789  -4.71340  1.18653
C  -0.98507  -3.61814  1.79120
O  -1.65509  -2.38761  1.99386
C  -2.37319  -2.26897  3.20946
H  -5.92226  -3.91235  4.78468
H  -5.54279  -4.44027  3.13666
H  -6.24020  -5.58981  4.30648
H  -4.46768  -6.81829  3.55582
H  -3.36166  -6.87197  4.93381
H  -2.02629  -6.86817  2.93699
H  -1.82009  -5.33520  3.80119
H  -3.57507  -4.49704  2.24074
H  -2.30300  -4.31122  0.27282
H  -1.21125  -5.54302  0.88364
H  -0.18960  -3.40433  1.07195
H  -0.48869  -3.93688  2.71554
H  -1.89944  -2.83202  4.01721
H  -3.41113  -2.59443  3.09718
H  -2.38744  -1.21285  3.48007
C  4.09325  6.68788  -4.34995
O  4.85460  5.52295  -4.10077
C  5.49163  5.49950  -2.82853
C  4.89198  4.43262  -1.93770
N  3.53437  4.77809  -1.53628
C  2.80715  3.70520  -0.86232
C  2.51421  2.42987  -1.64365
O  1.58722  2.59670  -2.70904
C  2.13760  3.03719  -3.93798
H  3.77696  6.65441  -5.39131
H  3.19957  6.73731  -3.71811
H  4.68879  7.59224  -4.19461
H  5.44360  6.48113  -2.34850
H  6.54554  5.26108  -2.99798
H  5.51047  4.32901  -1.04136
H  4.93499  3.48244  -2.48726
H  3.01160  5.06307  -2.35373
H  1.84870  4.12113  -0.54054
H  3.35398  3.43480  0.04624
H  2.04683  1.73928  -0.95079
H  3.42468  1.93705  -2.00448
H  3.15548  2.66738  -4.08092
H  2.13309  4.12800  -4.01260
H  1.50939  2.64755  -4.73952

Cartesian forces (eV/Å) of the 6 atoms listed first:
O 0.06 0.52 0.23
C -0.14 -0.57 -0.26
F -0.47 -0.26 0.06
C 0.49 0.08 0.58
Si 0.12 0.09 -0.47
S -0.08 -0.15 0.37

Properties
Molar mass, g mol⁻¹: 390.59
Net charge: 0
Structure (SMILES): O=C(F)C[SiH2]S.COCCNCCOC.COCCNCCOC
Gap between HOMO and LUMO, eV: 9.1
LUMO energy, eV: 0.534
E_HOMO, eV: -8.60

Partial charges, natural (NBO), in e: number 1, O, carries -0.538; number 2, C, carries 0.892; number 3, F, carries -0.355; number 4, C, carries -0.998; number 5, Si, carries 0.999; number 6, S, carries -0.429; number 7, H, carries 0.266; number 8, H, carries 0.300; number 9, H, carries -0.131; number 10, H, carries -0.169; number 11, H, carries 0.158; number 12, C, carries -0.245; number 13, O, carries -0.555; number 14, C, carries -0.069; number 15, C, carries -0.242; number 16, N, carries -0.626; number 17, C, carries -0.247; number 18, C, carries -0.086; number 19, O, carries -0.556; number 20, C, carries -0.245; number 21, H, carries 0.193; number 22, H, carries 0.161; number 23, H, carries 0.170; number 24, H, carries 0.176; number 25, H, carries 0.183; number 26, H, carries 0.192; number 27, H, carries 0.168; number 28, H, carries 0.352; number 29, H, carries 0.203; number 30, H, carries 0.191; number 31, H, carries 0.201; number 32, H, carries 0.163; number 33, H, carries 0.173; number 34, H, carries 0.161; number 35, H, carries 0.191; number 36, C, carries -0.245; number 37, O, carries -0.555; number 38, C, carries -0.069; number 39, C, carries -0.242; number 40, N, carries -0.625; number 41, C, carries -0.246; number 42, C, carries -0.092; number 43, O, carries -0.559; number 44, C, carries -0.243; number 45, H, carries 0.193; number 46, H, carries 0.160; number 47, H, carries 0.170; number 48, H, carries 0.176; number 49, H, carries 0.184; number 50, H, carries 0.193; number 51, H, carries 0.168; number 52, H, carries 0.351; number 53, H, carries 0.201; number 54, H, carries 0.195; number 55, H, carries 0.200; number 56, H, carries 0.164; number 57, H, carries 0.174; number 58, H, carries 0.160; number 59, H, carries 0.187

***

Question: Which value of net charge does entry 1 give?
Answer: 0